i.
# C16H22N2O3S

The molecule C16H22N2O3S (the ωB97M-V functional and the def2-TZVPD basis, OMol25).

The geometry in ORCA input format:
```
! wB97M-V def2-TZVPD RIJCOSX def2/J DEFGRID3
* xyz 0 1
O 1.05 2.44 1.42
C 0.86 2.33 0.22
N 0.07 1.43 -0.38
H -0.04 1.54 -1.38
C -0.93 0.58 0.27
C -0.38 0.00 1.58
C -0.96 -1.36 1.98
C -2.43 -1.59 1.64
H -2.54 -1.85 0.59
C -3.34 -0.39 1.94
H -4.34 -0.76 2.17
H -2.98 0.14 2.83
C -3.46 0.57 0.76
C -2.20 1.40 0.49
H -2.38 2.01 -0.40
H -2.03 2.09 1.33
H -4.28 1.26 0.95
H -3.71 0.00 -0.13
H -2.77 -2.45 2.22
H -0.38 -2.16 1.50
H -0.82 -1.48 3.05
H 0.70 -0.10 1.49
H -0.56 0.72 2.38
H -1.13 -0.23 -0.44
C 1.57 3.29 -0.73
H 0.93 4.17 -0.85
H 2.51 3.61 -0.28
S 1.88 2.70 -2.41
C 3.16 1.43 -2.09
C 2.56 0.12 -1.71
C 1.69 -0.52 -2.60
C 1.10 -1.71 -2.26
C 1.38 -2.29 -1.03
C 2.24 -1.67 -0.13
C 2.82 -0.46 -0.47
H 3.48 0.03 0.23
H 2.43 -2.13 0.82
N 0.76 -3.54 -0.67
O -0.02 -4.02 -1.47
O 1.05 -4.03 0.40
H 0.43 -2.22 -2.94
H 1.48 -0.06 -3.55
H 3.70 1.34 -3.04
H 3.83 1.81 -1.33
*
```

The molar mass comes out at 322.430 g mol⁻¹. The orbital gap comes out at 8.44 eV. The calculation puts the LUMO energy at -0.663 eV. Its HOMO energy is -9.10 eV.

***

ii.
# C16H22N2O3S

The molecule C16H22N2O3S (the ωB97M-V functional and the def2-TZVPD basis, OMol25).

The geometry in ORCA input format:
```
! wB97M-V def2-TZVPD RIJCOSX def2/J DEFGRID3
* xyz 0 1
C -5.27 -1.26 -1.35
H -5.00 -0.72 -2.25
H -5.64 -2.25 -1.60
H -5.99 -0.71 -0.76
S -3.79 -1.47 -0.34
O -2.70 -1.88 -1.18
O -4.12 -2.31 0.78
N -3.58 0.10 0.25
C -3.08 1.00 -0.79
C -2.25 2.13 -0.19
H -1.94 2.79 -1.00
H -2.86 2.70 0.51
C -1.00 1.58 0.51
C 0.12 1.41 -0.52
O -0.11 1.47 -1.71
N 1.37 1.20 -0.06
C 1.83 1.11 1.31
H 2.69 1.77 1.42
C 2.27 -0.33 1.60
C 3.29 -0.77 0.59
C 4.18 -1.79 0.89
C 5.13 -2.20 -0.03
C 5.20 -1.57 -1.27
C 4.32 -0.55 -1.57
C 3.36 -0.14 -0.65
C 2.44 0.98 -1.02
H 3.03 1.91 -1.13
H 1.96 0.79 -1.99
H 4.37 -0.07 -2.53
H 5.94 -1.88 -1.99
H 5.82 -3.00 0.22
H 4.13 -2.27 1.86
H 1.40 -0.99 1.53
H 2.67 -0.40 2.61
H 1.06 1.43 2.00
H -0.68 2.31 1.26
C -1.32 0.23 1.19
C -2.81 0.13 1.48
H -3.15 0.97 2.09
H -3.04 -0.80 2.01
H -1.06 -0.59 0.52
H -0.76 0.11 2.12
H -3.94 1.41 -1.32
H -2.46 0.44 -1.50
*
```

The molar mass comes out at 322.430 g mol⁻¹. The orbital gap comes out at 9.71 eV. The calculation puts the LUMO energy at 0.649 eV. Its HOMO energy is -9.06 eV.

***

Energy ordering: ii at the bottom, the next structure 2.036 eV above.